1.
Below is a molecular structure, C16H28BrN6STi in a non-equilibrium geometry, with properties calculated with ωB97M-V/def2-TZVPD.

Element x y z (Å)
Br 2.69 2.52 -1.66
Ti 0.11 0.26 0.12
S -1.48 4.52 0.14
N -0.19 2.12 0.78
N 2.21 -0.15 0.22
N 0.21 -0.36 2.31
N -2.06 -0.34 0.56
N 0.17 -1.87 -0.66
N 0.23 1.25 -1.82
C -2.24 -2.48 -0.78
C 0.90 2.33 -2.22
C -0.92 -2.39 -1.52
C 3.09 0.35 1.31
C 0.40 3.34 -3.01
C -1.04 1.18 -2.31
C -2.90 -1.17 -0.34
C -2.16 -0.82 1.97
C -1.64 2.15 -3.08
C -1.15 -0.12 2.85
C 1.26 0.32 3.11
C 1.51 -1.96 -1.30
C -0.91 3.27 -3.44
C 2.65 -0.13 2.69
C 2.56 -1.51 -0.28
C -0.72 3.16 0.53
H 4.13 0.07 1.11
H -1.32 0.96 2.86
H -1.97 -1.89 1.98
H -1.34 4.06 -4.03
H 0.21 -2.48 0.15
H 3.37 0.27 3.41
H 2.73 -1.22 2.76
H 1.73 -2.97 -1.65
H -2.44 0.61 0.56
H 1.14 1.39 2.95
H 1.10 0.12 4.17
H 1.52 -1.29 -2.16
H -2.12 -3.15 0.08
H -0.65 -3.38 -1.89
H 1.03 4.18 -3.26
H -2.95 -2.99 -1.43
H -1.24 -0.48 3.88
H 2.57 -2.20 0.56
H -1.58 0.28 -2.08
H 2.33 0.49 -0.57
H 3.03 1.44 1.27
H -2.66 2.01 -3.41
H -3.15 -0.57 -1.21
H -3.85 -1.40 0.15
H -0.99 -1.75 -2.40
H 3.55 -1.53 -0.73
H -3.17 -0.68 2.36
H 0.39 -1.36 2.40

Values from the calculation:
* charge: +1
* spin multiplicity: 3
* DFT total energy: -129977.3611 eV



2.
Below is a molecular structure, C7H11N3 in a non-equilibrium geometry, with properties calculated with ωB97M-V/def2-TZVPD.

Element x y z (Å)
N -0.03 1.83 0.10
N 1.59 0.39 0.14
N 1.17 1.55 0.00
C -0.47 -0.68 -0.05
C 2.86 -0.04 -0.39
C -1.04 0.58 -1.57
C -0.40 -0.62 -1.52
C -2.15 0.95 0.95
C -0.99 0.68 -0.01
C -0.36 -1.68 0.95
H -1.05 -2.54 0.65
H -0.72 -1.14 1.86
H -2.80 0.02 1.06
H -1.69 1.09 2.00
H 0.65 -2.10 1.05
H 2.77 0.29 -1.48
H -0.01 -1.24 -2.29
H -2.82 1.84 0.82
H 3.69 0.55 0.15
H 3.00 -1.07 -0.20
H -1.22 1.36 -2.23

Values from the calculation:
* DFT total energy: -11901.4344 eV



3.
Below is a molecular structure, C30H59O11P2PtSi, with properties calculated with ωB97M-V/def2-TZVPD.

Element x y z (Å)
Pt -0.38 -0.28 0.75
P -2.00 1.05 -1.14
P -1.59 1.09 2.79
Si 2.43 -0.49 -2.98
O -0.73 -1.93 2.36
O -0.63 -4.12 2.94
O -0.23 1.45 2.21
O -2.57 2.31 2.60
O -1.56 0.92 4.37
O -2.88 2.21 -0.56
O -2.33 0.86 -2.68
O 0.22 -1.88 -0.76
O -0.29 -4.02 -0.29
O -0.52 1.32 -1.08
O 2.02 -1.04 1.54
C -3.52 -1.15 -3.39
C 1.68 -3.18 0.71
C -2.35 3.86 -2.37
C -4.81 0.86 -2.57
C -1.39 -0.28 6.42
C 3.01 -2.15 -3.57
C 1.39 -3.17 2.20
C 3.61 1.92 -3.18
C 4.83 0.31 -1.67
C 2.66 1.35 -0.92
C -0.24 -3.04 2.53
C 3.58 -2.21 2.78
C 3.96 -2.29 1.28
C -2.43 4.49 0.06
C -0.70 0.00 5.10
C -3.92 2.45 3.14
C -3.00 3.60 -1.02
C -2.37 -0.35 -0.17
C 2.62 -1.97 0.61
C 4.21 -2.74 -2.81
C 0.84 0.06 -3.62
C 0.38 -3.02 -0.20
C 1.82 -3.14 -3.50
C 3.39 -1.90 -5.04
C -3.87 3.00 4.55
C 0.68 0.61 5.27
C -3.56 0.36 -3.28
C 2.08 -1.89 2.69
C 3.45 0.80 -2.12
C -4.70 1.16 3.02
H 4.70 -1.53 1.03
H 4.39 -3.74 -3.21
H 2.66 2.35 -3.47
H -4.89 3.22 4.88
H 4.77 -0.59 -1.05
H 2.55 0.62 -0.12
H 3.78 -3.13 3.33
H 2.19 -4.13 -3.76
H -5.69 0.42 -3.05
H 4.09 -1.39 3.28
H -4.08 3.76 -1.11
H -4.24 -1.49 -4.13
H 0.28 0.56 -2.81
H 1.34 -0.10 5.76
H -3.77 -1.62 -2.44
H 2.66 -1.53 -0.38
H -4.90 1.94 -2.62
H 3.21 2.20 -0.51
H -2.51 4.91 -2.62
H 1.10 0.89 4.30
H 5.49 0.10 -2.51
H 0.61 1.51 5.88
H 4.22 2.71 -2.74
H 4.13 1.57 -4.08
H 5.11 -2.16 -2.96
H -2.76 3.24 -3.16
H 4.22 -1.20 -5.15
H 0.24 -0.77 -3.99
H 0.99 0.79 -4.42
H 5.29 1.10 -1.07
H -5.74 1.33 3.29
H 2.12 -4.12 0.39
H -0.81 -1.01 6.99
H 3.71 -2.85 -5.48
H 1.65 1.69 -1.18
H -2.39 -0.67 6.26
H 4.03 -2.84 -1.74
H 4.35 -3.26 0.98
H -4.29 0.39 3.68
H -1.35 4.56 -0.03
H -2.86 5.50 -0.04
H -1.46 0.64 7.01
H 1.04 -2.87 -4.21
H -4.36 3.20 2.49
H -3.43 2.28 5.24
H 1.64 -1.41 3.55
H -3.53 0.79 -4.29
H 1.37 -3.19 -2.51
H -4.67 0.79 1.99
H -1.27 3.68 -2.31
H -2.35 -1.28 -0.73
H -2.67 4.11 1.04
H 1.70 -4.07 2.72
H -2.53 -1.49 -3.69
H -0.64 -0.93 4.53
H -3.29 3.92 4.59
H 2.55 -1.53 -5.63
H -4.81 0.55 -1.52
H -3.20 -0.26 0.51

Values from the calculation:
* charge: +1
* spin multiplicity: 5
* DFT total energy: -84286.2663 eV



4.
Below is a molecular structure, C17H24HgNO11S in a non-equilibrium geometry, with properties calculated with ωB97M-V/def2-TZVPD.

Element x y z (Å)
Hg -22.62 -16.50 2.23
S -33.43 -15.01 2.67
O -22.58 -14.67 -9.18
O -26.50 -17.39 -0.91
O -33.74 -15.63 1.38
O -35.79 -21.01 -5.35
O -22.53 -24.81 -11.43
O -24.37 -13.90 -7.94
O -32.06 -14.11 2.39
O -32.57 -16.10 3.64
O -23.99 -24.77 -12.95
O -34.43 -14.19 3.36
O -34.95 -22.74 -4.24
N -23.63 -24.61 -11.82
C -34.88 -21.54 -4.74
C -26.77 -22.89 -10.47
C -31.22 -15.80 3.95
C -21.57 -15.64 -9.12
C -27.38 -18.15 -1.68
C -31.07 -14.35 3.37
C -23.56 -14.81 -8.22
C -21.90 -16.60 -7.97
C -26.47 -22.84 -9.15
C -33.57 -20.84 -4.40
C -33.80 -23.15 -3.53
C -25.87 -23.50 -11.34
C -24.43 -24.06 -9.46
C -32.89 -21.88 -3.53
C -24.66 -24.02 -10.86
C -25.34 -23.44 -8.57
C -23.31 -16.10 -7.46
H -33.06 -20.43 -5.27
H -31.21 -15.77 5.04
H -30.06 -14.35 2.97
H -27.60 -22.36 -10.90
H -23.27 -15.98 -6.38
H -24.17 -16.76 -7.61
H -20.61 -15.19 -8.89
H -28.14 -17.41 -1.94
H -26.87 -18.61 -2.53
H -30.58 -16.56 3.49
H -26.12 -23.36 -12.38
H -33.85 -19.93 -3.87
H -33.32 -23.95 -4.10
H -25.10 -23.39 -7.52
H -27.03 -22.24 -8.45
H -21.86 -17.63 -8.34
H -31.07 -13.49 4.04
H -21.13 -16.52 -7.21
H -32.85 -21.55 -2.49
H -31.91 -22.23 -3.86
H -21.57 -16.16 -10.08
H -34.03 -23.48 -2.52
H -27.95 -18.89 -1.11
H -23.44 -24.42 -9.22

Values from the calculation:
* charge: +1
* DFT total energy: -57021.0813 eV



5.
Below is 2 unconnected molecules or ions with the total composition C6H9PS in a non-equilibrium geometry, with properties calculated with ωB97M-V/def2-TZVPD.

Element x y z (Å)
S -2.64 -0.90 0.26
P 0.23 -1.07 0.04
C 3.04 -0.69 -0.28
C -2.86 1.60 -0.07
C -1.17 0.01 0.01
C 1.78 -0.04 0.20
C -1.48 1.34 -0.09
C -3.67 0.48 0.02
H -0.70 2.08 -0.35
H -4.75 0.43 0.06
H 2.03 0.08 1.20
H 1.82 1.07 -0.22
H 3.28 -1.79 -0.03
H 3.10 -0.65 -1.41
H -3.17 2.62 0.02
H 3.89 -0.05 0.05
H 1.24 -4.53 0.60

Values from the calculation:
* DFT total energy: -26487.0723 eV



6.
Below is a molecular structure, C6HCrO6 in a non-equilibrium geometry, with properties calculated with ωB97M-V/def2-TZVPD.

Element x y z (Å)
Cr -0.14 -0.21 -0.61
O 1.02 2.12 4.61
O -1.01 -1.10 -3.40
O 1.61 -2.99 -0.46
O -2.63 -1.31 1.04
O -1.40 2.62 -0.50
O 2.72 0.68 -1.20
C 0.86 1.69 3.58
C 1.60 0.50 -0.84
C -1.75 -0.76 0.51
C -0.85 1.62 -0.30
C -0.79 -0.69 -2.35
C 0.89 -2.32 -1.10
H -0.13 0.14 1.01

Values from the calculation:
* charge: +2
* spin multiplicity: 4
* DFT total energy: -46920.6251 eV